# 1
{
  "formula": "C7H15CuNO4",
  "method": "ωB97M-V with the def2-TZVPD basis set",
  "symbols": ["C", "C", "O", "C", "O", "C", "O", "O", "C", "C", "C", "N", "H", "H", "H", "H", "H", "H", "H", "H", "H", "H", "H", "H", "H", "H", "H", "Cu"],
  "positions_angstrom": [[4.545, 1.122, 0.303], [4.126, -0.348, -0.272], [4.124, -1.339, 0.779], [2.689, -0.302, -1.076], [1.578, -0.190, -0.164], [0.421, -0.849, -0.654], [0.383, -1.996, -1.131], [-0.843, -0.162, -0.552], [-1.646, -0.759, 0.507], [-3.225, -0.665, 0.260], [-3.751, 0.794, -0.155], [-5.228, 0.813, 0.188], [5.390, 1.530, -0.366], [3.669, 1.859, 0.314], [4.981, 0.971, 1.362], [4.984, -0.666, -0.973], [3.709, -0.974, 1.603], [2.682, -1.232, -1.735], [2.722, 0.621, -1.768], [-1.412, -0.218, 1.508], [-1.376, -1.864, 0.702], [-3.750, -0.930, 1.256], [-3.629, -1.406, -0.508], [-3.265, 1.674, 0.422], [-3.686, 0.987, -1.292], [-5.597, -0.009, -0.330], [-5.668, 1.684, -0.137], [-2.928, 1.852, 1.908]],
  "atomic_forces_ev_per_a": [[-0.2, 0.3, 0.8], [2.2, -0.2, 1.0], [-0.3, 2.0, -1.7], [-0.3, -0.1, -1.3], [-1.0, -0.3, -1.8], [-2.2, -3.8, -1.5], [1.3, 4.5, 1.8], [2.5, -0.7, 1.3], [-1.1, -0.9, 1.2], [0.2, 0.7, 0.2], [-1.9, -1.6, -0.9], [1.4, -0.3, -0.3], [-1.3, -0.8, 0.8], [1.3, -1.2, 0.1], [-0.7, 0.4, -1.7], [-1.9, 0.0, 0.7], [0.0, -0.2, -0.4], [-0.3, 0.9, 1.2], [0.3, -1.2, 1.4], [-0.2, -0.5, -1.4], [-0.3, 1.7, -0.6], [0.9, 0.4, -1.5], [0.9, 1.0, 0.9], [-0.1, -0.3, -2.0], [0.9, 0.1, 1.9], [-0.2, 1.0, 0.6], [0.1, -0.7, -0.1], [0.0, -0.1, 1.2]],
  "nbo_charge": [-0.624, 0.052, -0.270, -0.038, -0.520, 0.979, -0.505, -0.530, -0.079, -0.465, -0.175, -0.852, 0.297, 0.255, 0.257, 0.283, 0.518, 0.275, 0.259, 0.137, 0.247, 0.246, 0.266, -0.019, 0.263, 0.388, 0.388, 0.968],
  "e_lumo_ev": [-8.35, -12.17],
  "orbital_gap_ev": [7.59, 3.77],
  "max_force_ha_per_bohr": 0.0969,
  "spin_multiplicity": 2,
  "relative_energy_kcal_mol": 39.7,
  "s2": 0.76,
  "total_energy_ha": -2271.0440,
  "charge": 2
}


# 2
{
  "formula": "C29H65F3N6O7P2",
  "method": "ωB97M-V with the def2-TZVPD basis set",
  "symbols": ["C", "C", "O", "C", "C", "C", "C", "C", "O", "C", "F", "F", "F", "C", "C", "C", "C", "O", "C", "O", "C", "C", "O", "C", "C", "H", "H", "H", "H", "H", "H", "H", "H", "H", "H", "H", "H", "H", "H", "H", "H", "H", "H", "H", "H", "H", "H", "H", "H", "H", "H", "H", "H", "H", "O", "P", "N", "C", "C", "N", "C", "C", "N", "C", "C", "H", "H", "H", "H", "H", "H", "H", "H", "H", "H", "H", "H", "H", "H", "H", "H", "H", "H", "O", "P", "N", "C", "C", "N", "C", "C", "N", "C", "C", "H", "H", "H", "H", "H", "H", "H", "H", "H", "H", "H", "H", "H", "H", "H", "H", "H", "H"],
  "positions_angstrom": [[-0.761, 0.859, 0.465], [0.741, 1.569, 0.486], [1.576, 1.134, 1.628], [2.311, -0.099, 1.201], [2.453, -1.225, 2.382], [3.924, -1.987, 2.427], [4.465, -2.687, 1.007], [5.565, -3.860, 1.322], [5.592, -4.976, 0.369], [6.539, -4.751, -0.736], [7.953, -4.586, -0.324], [6.197, -3.612, -1.626], [6.491, -5.980, -1.611], [3.270, -3.175, -0.057], [2.171, -4.186, 0.631], [2.394, -5.776, 0.302], [0.680, -3.684, 0.073], [5.351, -1.574, 0.526], [5.805, -0.631, 1.601], [6.627, 0.396, 1.308], [5.124, -1.021, 3.080], [6.391, -1.731, 3.825], [4.619, 0.288, 3.502], [4.533, 0.441, 4.956], [3.774, -0.763, 5.760], [-1.038, 0.626, 1.584], [-0.624, -0.188, -0.089], [-1.559, 1.510, -0.093], [0.589, 2.739, 0.525], [1.237, 1.348, -0.571], [1.623, -0.588, 0.357], [3.311, 0.209, 0.677], [1.546, -1.986, 2.225], [2.192, -0.666, 3.404], [3.692, -2.951, 3.072], [5.291, -4.309, 2.381], [6.619, -3.324, 1.473], [3.723, -3.771, -0.987], [2.750, -2.221, -0.550], [2.181, -4.081, 1.818], [3.318, -6.206, 0.895], [1.450, -6.405, 0.674], [2.529, -5.874, -0.859], [0.633, -2.523, -0.119], [0.531, -4.257, -0.953], [-0.169, -3.924, 0.856], [6.731, -1.253, 4.833], [6.208, -2.895, 4.009], [7.338, -1.687, 3.102], [5.577, 0.608, 5.473], [3.902, 1.431, 5.157], [3.236, -1.559, 5.094], [2.974, -0.305, 6.502], [4.534, -1.378, 6.447], [-2.674, 4.936, 0.076], [-2.468, 5.965, -1.062], [-1.068, 5.139, -1.571], [0.230, 5.635, -1.964], [-1.331, 3.864, -2.247], [-2.087, 7.221, 0.091], [-0.725, 7.576, 0.477], [-2.834, 7.111, 1.371], [-2.230, 7.147, -2.372], [-2.677, 6.686, -3.683], [-1.445, 8.358, -2.465], [0.249, 5.961, -3.010], [0.999, 4.859, -1.852], [0.590, 6.451, -1.344], [-1.743, 4.028, -3.246], [-2.049, 3.259, -1.684], [-0.429, 3.249, -2.348], [-0.161, 6.700, 0.831], [-0.719, 8.320, 1.284], [-0.169, 8.067, -0.317], [-2.389, 6.360, 2.045], [-3.882, 6.834, 1.193], [-2.850, 8.065, 1.904], [-1.854, 6.232, -4.244], [-3.098, 7.499, -4.283], [-3.471, 5.938, -3.579], [-0.371, 8.171, -2.425], [-1.725, 9.086, -1.700], [-1.606, 8.876, -3.420], [-4.664, -1.118, -0.027], [-4.223, -2.295, -0.931], [-4.937, -1.541, -2.281], [-5.761, -2.080, -3.337], [-4.200, -0.375, -2.781], [-5.342, -3.375, -0.134], [-6.681, -3.664, -0.638], [-5.529, -3.090, 1.313], [-3.716, -3.648, -1.971], [-2.520, -3.377, -2.764], [-4.386, -4.856, -2.400], [-5.166, -2.549, -4.129], [-6.363, -1.292, -3.808], [-6.497, -2.799, -2.989], [-3.280, -0.680, -3.286], [-3.926, 0.300, -1.963], [-4.791, 0.225, -3.483], [-7.261, -2.745, -0.805], [-7.247, -4.288, 0.065], [-6.676, -4.259, -1.548], [-6.222, -2.249, 1.482], [-4.571, -2.847, 1.792], [-5.929, -3.961, 1.839], [-2.783, -3.002, -3.758], [-1.897, -4.269, -2.884], [-1.893, -2.627, -2.272], [-5.238, -4.659, -3.053], [-4.701, -5.470, -1.553], [-3.723, -5.504, -2.987]],
  "atomic_forces_ev_per_a": [[1.3, -0.8, 0.3], [-1.2, 0.9, -1.0], [-0.1, -1.4, -2.3], [-0.9, -0.6, -1.0], [-0.7, 1.0, -0.2], [-1.5, -2.0, 1.5], [0.8, 1.2, 0.8], [-0.2, 1.0, 2.2], [3.3, 1.9, -2.8], [0.1, -1.0, -1.4], [-4.8, -0.4, -1.2], [1.2, -3.7, 3.2], [0.1, 4.3, 3.2], [0.6, 0.0, -0.7], [-0.8, 0.6, 0.6], [-0.3, 0.4, 0.4], [0.4, -0.4, 0.1], [0.3, 1.8, 1.9], [2.7, 3.9, -2.7], [-5.6, -7.2, 1.9], [0.5, 0.4, -3.8], [0.8, -1.0, 0.0], [0.9, -2.2, 1.8], [-0.8, 0.7, 1.6], [0.1, -0.6, 1.0], [0.2, 0.6, -2.3], [-0.6, 2.2, 1.1], [1.6, -1.3, 1.2], [0.5, -2.4, 0.3], [-0.7, 0.4, 2.3], [1.6, 0.9, 1.7], [-1.7, -0.6, 1.2], [2.3, 1.4, 0.3], [1.0, -1.3, -2.2], [0.7, 2.1, -0.7], [0.5, 0.4, -2.4], [-2.2, -1.4, -0.7], [-0.6, 1.4, 2.2], [1.2, -2.0, 1.5], [0.0, -0.1, -2.6], [-1.7, 0.9, -1.5], [2.0, 1.5, -1.0], [-0.2, -0.1, 2.3], [0.2, -2.3, 0.4], [-0.1, 1.3, 2.1], [1.7, 0.2, -1.8], [-1.0, -0.7, -1.9], [0.1, 2.6, -0.3], [-2.1, 0.1, 1.6], [-1.8, -0.3, -1.3], [1.5, -2.1, -0.8], [1.0, 1.7, 1.1], [1.6, -0.9, -1.6], [-1.5, 1.4, -1.6], [-4.2, -0.5, -2.2], [7.2, 2.3, 3.9], [1.0, -2.1, -0.9], [0.0, 0.7, -0.5], [-0.3, -0.3, 0.5], [-0.5, 1.3, 1.2], [0.3, 0.0, -0.4], [-0.4, -0.4, -0.3], [-2.4, -1.3, -1.1], [0.0, -0.4, 0.0], [-0.5, 1.1, 0.6], [0.2, 0.1, -0.2], [-0.4, -0.2, 0.0], [-0.3, 0.1, 0.0], [0.1, -0.2, -0.2], [0.0, 0.2, 0.0], [0.0, 0.3, 0.1], [0.1, 0.1, 0.0], [-0.4, -0.2, 0.0], [0.1, -0.2, -0.2], [-0.2, 0.1, -0.2], [0.4, 0.0, 0.1], [0.2, 0.1, -0.3], [0.0, 0.0, -0.2], [0.0, 0.0, 0.1], [0.1, 0.0, -0.1], [0.0, -0.1, 0.2], [0.2, -0.2, 0.1], [-0.3, -0.4, 0.0], [4.7, 0.1, 0.8], [-8.3, -1.6, -1.2], [0.0, 1.9, -1.6], [0.3, -0.8, -0.3], [0.0, 0.4, 0.5], [-0.4, -1.2, 1.4], [0.0, 0.0, -0.5], [0.6, 0.3, -0.1], [2.7, 1.1, 0.6], [0.0, 0.4, 0.0], [0.0, -1.0, 0.9], [-0.1, -0.1, -0.3], [0.3, 0.2, 0.2], [0.2, -0.1, 0.2], [0.1, 0.1, -0.3], [0.0, -0.2, 0.0], [-0.1, -0.3, 0.1], [-0.1, -0.1, 0.0], [0.3, 0.2, 0.2], [0.1, 0.2, -0.2], [0.2, -0.1, 0.0], [-0.3, 0.0, -0.2], [0.0, -0.2, -0.3], [0.1, -0.1, -0.2], [-0.1, 0.0, 0.1], [-0.1, 0.0, -0.1], [-0.1, 0.2, 0.1], [-0.2, 0.2, 0.0], [0.3, 0.4, 0.2]],
  "mulliken_charge": [-0.372, -0.144, -0.433, 0.148, -0.763, -0.682, 0.965, -0.876, -0.256, 0.876, -0.242, -0.226, -0.270, -0.842, 0.523, -1.129, -0.851, -0.343, -0.329, -0.631, 1.579, -1.163, -0.381, -0.342, -0.629, 0.252, -0.111, 0.240, 0.143, 0.228, -0.180, 0.099, 0.219, 0.368, 0.593, 0.143, 0.277, 0.420, 0.378, 0.186, 0.232, 0.333, 0.306, -0.054, 0.258, 0.315, 0.323, 0.187, 0.340, 0.256, 0.388, 0.167, 0.267, 0.238, -0.768, 0.811, 0.442, -1.067, -1.139, 0.101, -1.066, -1.049, 0.002, -1.101, -0.911, 0.261, 0.354, 0.289, 0.241, 0.277, 0.374, 0.237, 0.422, 0.271, 0.327, 0.350, 0.347, 0.301, 0.417, 0.332, 0.293, 0.308, 0.352, -0.755, 0.871, 0.155, -0.961, -1.075, 0.095, -1.171, -1.066, 0.171, -1.003, -0.984, 0.274, 0.395, 0.226, 0.285, 0.332, 0.345, 0.309, 0.419, 0.278, 0.325, 0.326, 0.362, 0.254, 0.408, 0.210, 0.309, 0.314, 0.350],
  "smiles": "CCOCC[C@H]1[C@@](COC(F)(F)F)(CC(C)C)OC(=O)[C@@]1(C)OCC.CN(C)P(=O)(N(C)C)N(C)C.CN(C)P(=O)(N(C)C)N(C)C",
  "e_lumo_ev": -1.31,
  "orbital_gap_ev": 6.54,
  "max_force_ha_per_bohr": 0.1811,
  "total_energy_ha": -2980.8228,
  "charge": 0
}